Run P
The following is a quantum chemistry calculation of a single C24H24N2O3 molecule, from OMol25.

Structure (ORCA input):
```
! RIJCOSX wB97M-V def2-TZVPD def2/J DEFGRID3
* xyz 0 1
C -5.86119 -2.54529 -0.29773
C -4.42141 -2.72997 0.15486
O -3.59371 -2.04025 -0.75839
C -2.24851 -2.00318 -0.53075
C -1.59388 -2.62453 0.52662
C -0.22972 -2.46375 0.68722
C 0.51931 -1.68497 -0.19297
N 1.84877 -1.41521 0.12192
C 2.72056 -0.65716 -0.74562
C 2.17392 0.76722 -0.99379
O 2.49462 1.41068 -1.96380
N 1.34147 1.18865 -0.00479
C 0.36989 2.18957 -0.13920
C 0.61985 3.37116 -0.82866
C -0.38846 4.31224 -0.95147
C -1.63566 4.08116 -0.40412
C -1.90082 2.88888 0.27156
C -3.27709 2.66500 0.78766
C -3.65054 1.24281 1.13054
O -4.06539 3.57616 0.90248
C -0.88517 1.95018 0.40893
C 4.07885 -0.47274 -0.11357
C 5.21834 -0.45495 -0.90699
C 6.46243 -0.24757 -0.33900
C 6.58067 -0.05721 1.02727
C 5.44737 -0.06587 1.82217
C 4.20135 -0.26579 1.25531
C -0.13504 -1.11416 -1.28643
C -1.49543 -1.26759 -1.44496
H -6.11201 -1.48820 -0.31327
H -6.53229 -3.06265 0.38180
H -5.98814 -2.94492 -1.29993
H -4.16168 -3.79808 0.16963
H -4.28822 -2.32255 1.16756
H -2.13227 -3.23067 1.23793
H 0.26444 -2.94108 1.52191
H 2.31566 -2.14484 0.64114
H 2.84252 -1.11764 -1.73952
H 1.13154 0.48586 0.69425
H 1.58922 3.53392 -1.26959
H -0.19519 5.23204 -1.48233
H -2.43060 4.80509 -0.49863
H -3.08802 0.91250 2.00176
H -3.42414 0.58040 0.29804
H -4.71233 1.19789 1.36012
H -1.05578 1.02027 0.93093
H 5.12670 -0.59668 -1.97344
H 7.34191 -0.23562 -0.96522
H 7.55208 0.10191 1.47084
H 5.53195 0.08980 2.88761
H 3.32057 -0.26015 1.88067
H 0.41146 -0.53829 -2.01636
H -2.00275 -0.81183 -2.28022
*
```

Results
Highest occupied orbital energy   -7.9 eV
Frontier orbital gap   8.40 eV
LUMO   0.5 eV
Structure (SMILES)   CCOc1ccc(N[C@@H](C(=O)Nc2cccc(C(C)=O)c2)c2ccccc2)cc1

Run Q
The following is a quantum chemistry calculation of a single C24H24N2O3 molecule, from OMol25.

Structure (ORCA input):
```
! RIJCOSX wB97M-V def2-TZVPD def2/J DEFGRID3
* xyz 0 1
C -1.11445 -1.69222 6.44448
C -0.33096 -1.34849 5.18775
O -0.44830 -2.44181 4.29593
C 0.14132 -2.36974 3.08076
C 0.89634 -1.29202 2.61886
C 1.43453 -1.32044 1.34988
C 1.24415 -2.41659 0.50695
C 1.76913 -2.42828 -0.84102
N 2.33614 -1.38755 -1.30177
O 2.75968 -1.42624 -2.62270
C 3.33695 -0.19551 -3.01576
C 2.36012 0.99347 -3.10034
O 2.45114 1.83178 -3.97088
N 1.46776 1.01646 -2.09858
C 0.38946 1.97885 -1.99889
C -0.15907 1.93470 -0.59103
C -0.04351 3.02114 0.26365
C -0.54625 2.95474 1.55203
C -1.16885 1.80147 1.99685
C -1.28845 0.71284 1.14935
C -0.78572 0.77956 -0.13667
C -0.73373 1.70822 -2.98229
C -0.89202 0.47492 -3.59627
C -1.94455 0.25886 -4.46927
C -2.85228 1.26942 -4.73034
C -2.70235 2.50151 -4.11589
C -1.64924 2.71869 -3.24740
C 0.50164 -3.50076 0.98355
C -0.04192 -3.47759 2.24629
H -0.71225 -2.59419 6.89725
H -1.04751 -0.87481 7.15658
H -2.15789 -1.86563 6.19617
H -0.73631 -0.43994 4.72174
H 0.72564 -1.17585 5.43394
H 1.06330 -0.42489 3.23761
H 2.01589 -0.48359 0.99642
H 1.63460 -3.33003 -1.43840
H 3.74826 -0.38025 -4.00906
H 4.15040 0.08184 -2.33269
H 1.48328 0.24877 -1.43259
H 0.80759 2.96953 -2.21759
H 0.44250 3.92315 -0.07912
H -0.45176 3.80652 2.20958
H -1.56580 1.75440 3.00071
H -1.77510 -0.19017 1.48753
H -0.89033 -0.06901 -0.79695
H -0.18483 -0.32022 -3.40893
H -2.05345 -0.70356 -4.94778
H -3.67167 1.09976 -5.41317
H -3.40543 3.29626 -4.31799
H -1.53080 3.68117 -2.77044
H 0.34671 -4.36191 0.34999
H -0.62178 -4.30673 2.61998
*
```

Results
Highest occupied orbital energy   -8.4 eV
Frontier orbital gap   8.76 eV
LUMO   0.4 eV
Structure (SMILES)   CCOc1ccc(/C=N/OCC(=O)NC(c2ccccc2)c2ccccc2)cc1

Most stable = run P